(1)
20
Properties=species:S:1:pos:R:3:nbo_charge:R:1 method="wB97M-V/def2-TZVPD" smiles="CCP(C)S.C=C" gap_ev=9.293 e_lumo_ev=0.86 multiplicity=1
C 0.79 0.46 2.20 -0.92
C -3.26 -0.90 -2.52 -0.41
C 2.70 1.13 -0.88 -0.63
C -2.81 -1.05 -1.25 -0.38
C 1.59 0.18 -0.56 -0.73
P 1.79 -0.71 1.04 0.67
S 0.31 -2.20 0.77 -0.34
H 1.13 0.43 3.21 0.23
H 1.17 1.53 1.96 0.24
H -3.20 0.10 -2.96 0.20
H -3.82 -1.78 -3.04 0.21
H -0.21 0.14 2.23 0.23
H 3.73 0.76 -0.69 0.22
H 2.60 1.45 -1.94 0.22
H 2.51 2.07 -0.31 0.20
H -2.32 -0.27 -0.64 0.19
H -2.85 -2.00 -0.79 0.19
H 1.58 -0.63 -1.31 0.22
H 0.56 0.53 -0.61 0.23
H 1.02 -2.99 -0.01 0.14

(2)
285
Properties=species:S:1:pos:R:3:lowdin_charge:R:1 method="wB97M-V/def2-TZVPD" gap_ev=8.191 e_lumo_ev=0.20 multiplicity=1
O 14.37 -4.00 -1.00 -0.31
P 13.28 -3.01 -0.78 0.63
N 13.79 -1.37 -0.37 -0.31
C 14.12 -1.04 1.03 -0.12
C 14.66 -0.70 -1.30 -0.15
N 12.17 -3.45 0.53 -0.28
C 12.68 -4.09 1.80 -0.11
C 10.92 -2.62 0.71 -0.11
N 12.20 -2.79 -2.11 -0.30
C 11.31 -1.63 -2.34 -0.12
C 11.81 -3.94 -2.96 -0.10
H 14.15 -0.02 1.41 0.08
H 15.12 -1.41 1.28 0.09
H 13.32 -1.46 1.64 0.05
H 15.66 -1.14 -1.32 0.08
H 14.65 0.38 -1.17 0.08
H 14.28 -0.80 -2.32 0.07
H 12.91 -3.33 2.54 0.06
H 11.94 -4.69 2.33 0.07
H 13.55 -4.71 1.60 0.07
H 11.11 -1.56 0.87 0.07
H 10.29 -2.73 -0.17 0.05
H 10.25 -2.96 1.50 0.08
H 11.74 -0.67 -2.06 0.08
H 10.96 -1.59 -3.37 0.08
H 10.40 -1.85 -1.79 0.05
H 10.74 -4.13 -2.86 0.07
H 12.30 -4.88 -2.74 0.08
H 11.90 -3.68 -4.02 0.08
O 2.90 -7.14 -0.48 -0.31
P 3.32 -7.08 0.95 0.59
N 5.06 -6.84 1.08 -0.30
C 5.85 -6.88 -0.13 -0.14
C 5.73 -7.27 2.32 -0.11
N 2.81 -8.52 1.76 -0.29
C 2.44 -8.59 3.21 -0.11
C 3.23 -9.83 1.32 -0.14
N 2.55 -5.86 1.79 -0.30
C 3.18 -5.29 3.03 -0.10
C 1.08 -5.70 1.67 -0.09
H 6.14 -7.91 -0.35 0.08
H 6.80 -6.35 -0.03 0.07
H 5.29 -6.41 -0.94 0.07
H 6.77 -6.94 2.29 0.08
H 5.67 -8.35 2.43 0.07
H 5.33 -6.73 3.18 0.06
H 2.02 -7.68 3.65 0.05
H 1.62 -9.30 3.28 0.08
H 3.26 -8.85 3.88 0.08
H 2.47 -10.54 1.64 0.07
H 3.31 -9.89 0.23 0.09
H 4.08 -10.15 1.91 0.07
H 3.16 -6.07 3.79 0.05
H 4.15 -4.82 2.89 0.08
H 2.52 -4.53 3.44 0.07
H 0.55 -6.48 2.21 0.07
H 0.86 -5.65 0.60 0.08
H 0.66 -4.83 2.18 0.07
O -0.27 -1.93 -9.38 -0.31
P 0.33 -2.07 -8.01 0.65
N 1.87 -2.89 -7.91 -0.33
C 2.20 -3.91 -8.89 -0.11
C 2.82 -2.69 -6.81 -0.14
N -0.57 -2.98 -6.86 -0.33
C -0.09 -3.35 -5.56 -0.12
C -1.82 -3.70 -7.26 -0.09
N 0.43 -0.54 -7.19 -0.32
C -0.78 0.18 -6.91 -0.13
C 1.49 0.37 -7.61 -0.13
H 1.52 -4.74 -8.67 0.08
H 3.23 -4.25 -8.80 0.08
H 1.99 -3.46 -9.86 0.08
H 2.48 -2.01 -6.03 0.07
H 3.65 -2.24 -7.34 0.07
H 3.11 -3.62 -6.31 0.08
H -0.85 -3.86 -4.97 0.08
H 0.81 -3.95 -5.72 0.07
H 0.19 -2.43 -5.04 0.08
H -2.43 -3.15 -7.98 0.07
H -1.47 -4.66 -7.64 0.07
H -2.42 -3.91 -6.38 0.07
H -1.62 -0.49 -6.74 0.08
H -0.59 0.70 -5.97 0.08
H -0.97 0.88 -7.72 0.08
H 1.57 1.23 -6.94 0.08
H 1.20 0.92 -8.51 0.07
H 2.45 -0.09 -7.84 0.07
O -0.18 0.20 -0.31 -0.31
P 0.63 1.34 0.24 0.59
N 2.18 1.28 -0.47 -0.32
C 2.60 2.09 -1.62 -0.12
C 2.98 0.10 -0.28 -0.12
N 0.90 1.34 1.90 -0.33
C 2.15 1.76 2.57 -0.12
C -0.18 0.82 2.73 -0.10
N -0.02 2.92 0.01 -0.30
C -1.23 3.24 -0.82 -0.10
C 0.77 4.09 0.38 -0.12
H 2.28 3.13 -1.64 0.06
H 2.24 1.57 -2.51 0.08
H 3.68 2.12 -1.75 0.07
H 3.25 -0.07 0.76 0.07
H 3.90 0.12 -0.86 0.08
H 2.29 -0.72 -0.53 0.08
H 2.61 0.96 3.14 0.07
H 2.81 2.28 1.88 0.07
H 1.83 2.51 3.30 0.07
H -0.83 0.18 2.14 0.07
H 0.32 0.13 3.42 0.08
H -0.73 1.67 3.14 0.08
H -1.86 3.99 -0.34 0.08
H -0.89 3.52 -1.82 0.07
H -1.88 2.38 -0.97 0.07
H 0.82 4.01 1.47 0.07
H 0.23 5.01 0.14 0.08
H 1.76 4.20 -0.05 0.06
O -10.57 -1.17 -2.66 -0.30
P -10.08 -0.83 -4.02 0.63
N -10.86 -1.53 -5.39 -0.30
C -12.25 -1.86 -5.34 -0.14
C -10.15 -1.51 -6.68 -0.11
N -8.36 -1.20 -4.19 -0.28
C -7.27 -0.23 -4.26 -0.12
C -7.92 -2.64 -3.96 -0.11
N -10.24 0.85 -4.35 -0.31
C -11.32 1.52 -3.63 -0.12
C -9.70 1.59 -5.50 -0.12
H -12.40 -2.58 -4.53 0.07
H -12.76 -2.34 -6.17 0.09
H -12.83 -1.06 -4.89 0.06
H -10.12 -0.50 -7.07 0.05
H -10.69 -1.99 -7.50 0.08
H -9.17 -1.99 -6.70 0.07
H -7.29 0.20 -5.27 0.06
H -7.45 0.56 -3.52 0.08
H -6.30 -0.71 -4.14 0.08
H -7.91 -3.34 -4.79 0.06
H -6.96 -2.69 -3.44 0.07
H -8.52 -3.25 -3.28 0.07
H -11.24 1.45 -2.55 0.08
H -11.29 2.56 -3.96 0.08
H -12.29 1.11 -3.93 0.07
H -9.00 1.10 -6.18 0.06
H -9.40 2.57 -5.13 0.08
H -10.58 1.84 -6.09 0.08
O 5.15 -6.99 8.11 -0.29
P 5.96 -6.55 9.24 0.60
N 7.47 -7.39 9.12 -0.31
C 7.45 -8.84 8.94 -0.12
C 8.68 -6.79 8.56 -0.13
N 5.35 -7.02 10.82 -0.32
C 4.01 -6.90 11.04 -0.21
C 6.15 -7.21 12.07 -0.07
N 6.32 -4.88 9.25 -0.29
C 5.49 -3.91 8.58 -0.14
C 6.95 -4.20 10.44 -0.10
H 7.62 -8.93 7.87 0.08
H 6.51 -9.30 9.26 0.08
H 8.26 -9.39 9.42 0.08
H 8.68 -6.84 7.47 0.08
H 9.61 -7.26 8.88 0.08
H 8.83 -5.74 8.80 0.06
H 3.45 -6.96 10.10 0.08
H 3.54 -7.62 11.71 0.09
H 3.81 -5.87 11.36 0.08
H 6.82 -8.07 11.96 0.07
H 6.73 -6.30 12.26 0.05
H 5.47 -7.26 12.92 0.08
H 6.05 -3.28 7.89 0.08
H 4.67 -4.38 8.03 0.08
H 5.00 -3.23 9.28 0.08
H 7.24 -3.17 10.24 0.08
H 7.84 -4.72 10.81 0.07
H 6.18 -4.11 11.21 0.07
O -9.48 6.85 5.14 -0.29
P -9.89 6.27 3.85 0.56
N -11.19 5.15 3.92 -0.29
C -11.38 4.49 5.25 -0.12
C -11.65 4.32 2.78 -0.11
N -8.57 5.40 3.16 -0.31
C -8.62 4.83 1.83 -0.16
C -7.60 4.69 4.07 -0.07
N -10.35 7.43 2.67 -0.30
C -9.37 8.19 1.91 -0.13
C -11.65 8.17 2.91 -0.09
H -12.36 4.63 5.72 0.08
H -10.55 4.57 5.95 0.07
H -11.31 3.41 5.13 0.07
H -11.47 4.87 1.85 0.06
H -12.71 4.08 2.86 0.08
H -11.05 3.42 2.79 0.07
H -7.79 5.04 1.15 0.08
H -8.64 3.75 1.95 0.07
H -9.51 5.19 1.31 0.06
H -6.63 5.13 3.85 0.08
H -7.92 4.84 5.10 0.07
H -7.75 3.65 3.76 0.07
H -8.96 8.94 2.58 0.08
H -8.57 7.60 1.46 0.07
H -9.86 8.76 1.11 0.08
H -11.68 8.51 3.95 0.07
H -12.52 7.52 2.83 0.07
H -11.74 9.07 2.30 0.07
O -3.19 10.20 -9.97 -0.31
P -1.76 9.76 -10.05 0.63
N -0.53 10.90 -9.66 -0.33
C -0.87 12.12 -8.95 -0.12
C 0.85 10.85 -10.21 -0.10
N -1.32 9.27 -11.65 -0.32
C -1.60 10.30 -12.67 -0.11
C -1.51 7.91 -12.11 -0.13
N -1.37 8.40 -9.03 -0.32
C -2.48 7.45 -8.71 -0.10
C -0.06 8.09 -8.54 -0.13
H -1.91 12.13 -8.62 0.08
H -0.66 12.98 -9.59 0.08
H -0.22 12.24 -8.09 0.07
H 0.94 9.92 -10.77 0.07
H 1.54 10.89 -9.37 0.08
H 0.94 11.71 -10.87 0.08
H -1.09 11.19 -12.30 0.06
H -1.03 10.03 -13.56 0.08
H -2.65 10.53 -12.85 0.08
H -1.44 7.14 -11.34 0.06
H -2.49 7.81 -12.57 0.08
H -0.78 7.65 -12.88 0.08
H -3.45 7.90 -8.94 0.07
H -2.35 6.55 -9.30 0.06
H -2.43 7.11 -7.68 0.07
H 0.65 7.91 -9.35 0.08
H -0.14 7.38 -7.72 0.08
H 0.28 8.95 -7.97 0.07
O -5.38 -1.87 6.10 -0.30
P -6.34 -2.89 5.60 0.60
N -5.86 -4.49 5.94 -0.30
C -4.89 -5.14 5.10 -0.13
C -6.03 -5.05 7.36 -0.07
N -6.75 -2.89 3.93 -0.28
C -6.11 -1.90 2.99 -0.10
C -7.48 -3.92 3.13 -0.11
N -7.94 -2.80 6.27 -0.33
C -8.54 -1.53 6.56 -0.12
C -8.91 -3.84 6.10 -0.16
H -5.21 -5.16 4.06 0.06
H -4.67 -6.17 5.39 0.08
H -3.90 -4.70 5.19 0.08
H -6.49 -6.03 7.35 0.07
H -6.54 -4.24 7.88 0.07
H -5.05 -5.19 7.82 0.07
H -6.85 -1.48 2.30 0.08
H -5.80 -1.14 3.71 0.05
H -5.15 -2.18 2.56 0.08
H -6.83 -4.64 2.63 0.07
H -8.22 -4.44 3.74 0.05
H -8.05 -3.40 2.37 0.08
H -7.99 -1.20 7.44 0.08
H -8.43 -0.82 5.74 0.08
H -9.57 -1.58 6.92 0.08
H -9.68 -3.78 6.87 0.08
H -8.51 -4.83 6.31 0.07
H -9.42 -3.78 5.15 0.07
C 8.39 5.28 -4.23 -0.07
C 7.20 6.09 -4.53 -0.29
N 6.28 6.70 -4.77 0.12
H 9.14 5.88 -3.71 0.08
H 8.84 4.98 -5.17 0.08
H 8.09 4.57 -3.46 0.08
C 2.47 6.38 10.93 -0.08
C 2.97 5.91 9.64 -0.28
N 3.35 5.60 8.59 0.12
H 1.44 6.67 10.71 0.08
H 2.99 7.30 11.20 0.08
H 2.43 5.67 11.76 0.08
C -2.05 10.97 -3.39 -0.08
C -1.27 10.84 -2.14 -0.26
N -0.58 10.82 -1.18 0.11
H -2.19 10.06 -3.97 0.08
H -1.60 11.73 -4.04 0.08
H -3.05 11.29 -3.12 0.08
C 7.91 1.46 7.47 -0.08
C 8.70 0.25 7.21 -0.28
N 9.28 -0.71 6.99 0.12
H 6.93 1.38 7.00 0.08
H 8.33 2.38 7.08 0.08
H 7.85 1.62 8.55 0.08

(3)
58
Properties=species:S:1:pos:R:3:lowdin_spin:R:1 method="wB97M-V/def2-TZVPD" gap_ev="8.160 / 7.219" e_lumo_ev="0.63 / -0.52" multiplicity=5
Os -0.12 -0.04 -0.10 2.80
S 2.11 -0.25 1.01 0.03
C 1.26 -0.19 2.52 0.01
C 1.88 -0.05 3.77 0.00
C 1.09 0.07 4.89 0.00
C -0.30 0.03 4.77 0.01
C -0.83 -0.15 3.51 0.01
N -0.08 -0.25 2.41 0.11
H 2.96 -0.04 3.82 0.00
H 1.55 0.19 5.86 0.00
H -0.94 0.13 5.63 0.00
H -1.90 -0.23 3.36 0.00
N -0.03 1.89 -0.11 0.31
P -0.06 3.44 -0.09 0.11
C -1.21 4.15 -1.30 0.01
C -1.09 3.72 -2.62 0.00
C -1.97 4.17 -3.58 0.00
C -2.99 5.05 -3.23 0.00
C -3.13 5.47 -1.92 0.00
C -2.24 5.01 -0.95 0.00
C 1.57 4.18 -0.44 0.01
C 1.77 5.25 -1.31 0.00
C 3.05 5.72 -1.53 0.00
C 4.13 5.12 -0.90 0.00
C 3.93 4.05 -0.04 0.00
C 2.65 3.57 0.19 0.00
C -0.51 4.13 1.54 0.01
C -0.23 5.45 1.88 0.00
C -0.57 5.92 3.14 0.00
C -1.18 5.07 4.05 0.00
C -1.45 3.76 3.71 0.00
C -1.12 3.28 2.45 0.00
H -0.30 3.01 -2.87 0.00
H -1.88 3.83 -4.60 0.00
H -3.67 5.42 -3.99 0.00
H -3.93 6.14 -1.64 0.00
H -2.36 5.33 0.09 0.00
H 0.92 5.70 -1.80 0.00
H 3.21 6.55 -2.20 0.00
H 5.13 5.50 -1.07 0.00
H 4.78 3.57 0.44 0.00
H 2.49 2.71 0.83 0.00
H 0.27 6.09 1.16 0.00
H -0.34 6.94 3.41 0.00
H -1.44 5.44 5.04 0.00
H -1.93 3.10 4.43 0.00
H -1.31 2.25 2.17 0.00
C -0.79 -3.17 0.48 0.01
C -0.14 -2.05 -0.27 0.05
O 0.39 -2.18 -1.36 0.23
H -0.26 -4.11 0.31 0.00
H -1.81 -3.25 0.11 0.00
H -0.83 -2.95 1.55 0.00
C -3.00 0.71 -0.62 0.02
O -1.98 -0.23 -0.80 0.21
H -3.77 0.57 -1.39 0.00
H -2.64 1.75 -0.68 0.00
H -3.49 0.59 0.36 0.01

Electronic energy / eV: -25518.411, -215338.374, -57032.056